Entry 1:
# C4H4N5O2

A molecular structure, C4H4N5O2 at a distorted geometry (ωB97M-V with the def2-TZVPD basis set, the OMol25 dataset).

Output
* 2S+1: 1
* ΔE to the lowest compared entry with this formula, charge and spin: 4.6032 eV
* total charge: +1
* calculated total energy: -15740.196 eV

CARTESIAN COORDINATES (ANGSTROEM)
C  1.10  0.71  -0.32
C  0.12  0.73  0.99
C  1.94  0.00  0.73
C  -0.81  -0.22  0.11
N  1.14  -0.05  1.72
N  0.16  -0.10  -1.00
N  -0.76  -1.67  -0.16
N  -2.34  0.32  -0.24
N  0.19  -1.44  -0.95
O  -3.09  -0.45  -0.72
O  -2.52  1.46  0.07
H  1.52  1.50  -0.88
H  -0.35  1.47  1.48
H  3.03  -0.31  0.79
H  0.66  -1.95  -1.62

Need the natural (NBO) charges? In units of e they are: C -0.134; C -0.010; C 0.079; C 0.228; N -0.303; N -0.179; N 0.051; N 0.574; N 0.011; O -0.256; O -0.289; H 0.262; H 0.267; H 0.248; H 0.451



Entry 2:
# C3H7Br

2 unconnected molecules or ions with the total composition C3H7Br at a distorted geometry (ωB97M-V with the def2-TZVPD basis set, the OMol25 dataset).

Output
* 2S+1: 1
* ΔE to the lowest compared entry with this formula, charge and spin: 0.9289 eV
* calculated total energy: -73265.447 eV

CARTESIAN COORDINATES (ANGSTROEM)
C  1.98  -0.49  -1.44
C  0.97  0.15  -0.93
H  2.96  -0.58  -0.92
H  1.89  -0.67  -2.46
H  0.90  0.33  0.14
H  0.05  0.33  -1.48
C  -1.68  0.01  1.63
Br  -2.46  1.30  0.35
H  -1.70  -0.95  1.09
H  -2.30  0.18  2.46
H  -0.61  0.39  1.57

Need the natural (NBO) charges? In units of e they are: C -0.388; C -0.376; H 0.201; H 0.191; H 0.171; H 0.199; C -0.614; Br -0.070; H 0.228; H 0.228; H 0.229



Entry 3:
# C19H15CrN4O9

A molecular structure, C19H15CrN4O9 (ωB97M-V with the def2-TZVPD basis set, the OMol25 dataset).

Output
* 2S+1: 4
* ΔE to the lowest compared entry with this formula, charge and spin: 0.9749 eV
* calculated total energy: -72760.160 eV

CARTESIAN COORDINATES (ANGSTROEM)
Cr  0.18  0.69  -0.78
O  -3.37  1.16  -2.45
C  -2.45  0.99  -1.70
O  -1.32  0.35  -1.96
C  -2.53  1.37  -0.22
C  -3.62  1.74  0.54
C  -3.46  1.78  1.92
C  -2.27  1.38  2.53
C  -1.23  1.01  1.69
N  -1.39  1.11  0.39
C  0.05  0.27  2.02
O  0.43  0.09  3.15
O  0.61  -0.20  0.93
H  -4.57  1.96  0.06
H  -4.30  2.07  2.54
H  -2.16  1.31  3.60
C  4.61  -2.43  -2.05
N  3.49  -1.55  -2.28
C  3.25  -0.78  -3.48
C  2.01  0.01  -3.09
O  1.48  0.86  -3.75
N  1.62  -0.39  -1.81
C  2.55  -1.26  -1.37
N  2.54  -1.82  -0.17
H  5.18  -2.51  -2.97
H  4.27  -3.43  -1.78
H  5.28  -2.05  -1.28
H  3.04  -1.42  -4.35
H  4.07  -0.10  -3.72
H  1.91  -1.40  0.53
H  3.33  -2.34  0.14
O  -0.04  3.04  -1.17
C  1.06  3.05  -0.59
O  1.60  1.93  -0.23
C  1.78  4.31  -0.26
C  1.26  5.52  -0.70
C  1.90  6.73  -0.42
C  3.06  6.65  0.30
O  3.88  7.68  0.69
C  4.90  7.08  1.50
O  4.77  5.67  1.40
C  3.59  5.44  0.73
C  2.98  4.25  0.47
H  0.34  5.50  -1.27
H  1.51  7.68  -0.76
H  4.76  7.39  2.54
H  5.88  7.38  1.12
H  3.37  3.30  0.81

Need the natural (NBO) charges? In units of e they are: Cr 1.433; O -0.569; C 0.766; O -0.710; C 0.136; C -0.193; C -0.148; C -0.198; C 0.116; N -0.412; C 0.773; O -0.580; O -0.758; H 0.249; H 0.226; H 0.246; C -0.420; N -0.392; C -0.314; C 0.679; O -0.535; N -0.683; C 0.684; N -0.777; H 0.230; H 0.210; H 0.206; H 0.230; H 0.230; H 0.465; H 0.402; O -0.668; C 0.778; O -0.703; C -0.181; C -0.150; C -0.265; C 0.240; O -0.477; C 0.234; O -0.493; C 0.275; C -0.227; H 0.241; H 0.231; H 0.156; H 0.168; H 0.246



Entry 4:
# C5H11NO

2 unconnected molecules or ions with the total composition C5H11NO at a distorted geometry (ωB97M-V with the def2-TZVPD basis set, the OMol25 dataset).

Output
* 2S+1: 1
* ΔE to the lowest compared entry with this formula, charge and spin: 9.3996 eV
* calculated total energy: -8892.298 eV

CARTESIAN COORDINATES (ANGSTROEM)
C  1.75  0.20  0.22
N  0.38  0.33  -0.30
C  -0.39  -0.83  0.00
C  -1.87  -0.67  -0.18
C  -1.23  -0.63  1.22
C  -0.53  0.36  2.45
H  2.17  -0.67  -0.24
H  1.85  -0.01  1.29
H  2.22  1.15  -0.06
H  -0.11  1.07  0.27
H  -0.03  -1.84  -0.10
H  -2.73  -0.02  -0.43
H  -1.38  -1.50  1.72
H  -0.26  -0.21  3.37
H  -1.02  1.27  2.64
H  0.72  0.89  -2.00
H  1.46  1.42  -3.10
O  1.00  0.69  -2.95

Need the natural (NBO) charges? In units of e they are: C -0.413; N -0.622; C -0.056; C -0.129; C -0.377; C -0.410; H 0.203; H 0.192; H 0.203; H 0.377; H 0.232; H 0.227; H 0.267; H 0.181; H 0.158; H 0.482; H 0.442; O -0.958



Entry 5:
# C2H8N2O3S

A molecular structure, C2H8N2O3S at a distorted geometry (ωB97M-V with the def2-TZVPD basis set, the OMol25 dataset).

Output
* 2S+1: 1
* ΔE to the lowest compared entry with this formula, charge and spin: 3.4361 eV
* calculated total energy: -22158.031 eV

CARTESIAN COORDINATES (ANGSTROEM)
C  -0.34  -0.92  -1.93
C  -1.85  0.01  -0.32
N  2.27  0.09  1.94
N  -0.61  0.06  -0.95
O  1.37  1.79  0.39
O  -0.05  1.00  2.22
O  0.47  -0.42  0.39
S  0.95  0.73  1.25
H  0.74  -1.03  -2.39
H  -0.90  -1.86  -1.72
H  -0.86  -0.48  -2.73
H  -1.96  -0.79  0.40
H  -2.03  0.92  0.22
H  -2.66  0.05  -1.09
H  2.37  0.54  2.83
H  3.08  0.32  1.49

Need the natural (NBO) charges? In units of e they are: C -0.455; C -0.480; N -1.048; N -0.016; O -0.973; O -0.961; O -0.749; S 2.517; H 0.254; H 0.187; H 0.243; H 0.226; H 0.233; H 0.233; H 0.396; H 0.394



Entry 6:
# C12H15BrN2O2

A single C12H15BrN2O2 molecule (ωB97M-V with the def2-TZVPD basis set, the OMol25 dataset).

Output
* 2S+1: 1
* calculated total energy: -89804.762 eV

CARTESIAN COORDINATES (ANGSTROEM)
C  -0.05  4.11  0.07
C  -0.14  2.64  -0.23
C  -0.77  1.77  0.64
C  -0.87  0.41  0.38
Br  -1.86  -0.61  1.66
C  -0.30  -0.15  -0.77
O  -0.31  -1.46  -1.18
C  -0.07  -2.51  -0.27
C  1.16  -2.31  0.61
O  1.27  -2.80  1.72
N  2.14  -1.57  0.06
N  3.29  -1.19  0.78
C  0.31  0.74  -1.65
C  0.39  2.10  -1.39
C  1.11  2.81  -2.50
C  1.78  1.66  -3.28
C  0.94  0.42  -2.97
H  -0.48  4.69  -0.75
H  1.00  4.40  0.17
H  -0.57  4.35  0.99
H  -1.22  2.15  1.55
H  -0.92  -2.74  0.37
H  0.11  -3.39  -0.91
H  2.03  -1.11  -0.83
H  4.02  -1.90  0.65
H  3.04  -1.21  1.77
H  1.82  3.54  -2.14
H  0.38  3.33  -3.13
H  1.85  1.86  -4.34
H  2.79  1.52  -2.90
H  1.52  -0.50  -2.96
H  0.15  0.28  -3.72

Need the natural (NBO) charges? In units of e they are: C -0.628; C -0.002; C -0.229; C -0.141; Br 0.055; C 0.323; O -0.520; C -0.160; C 0.619; O -0.619; N -0.463; N -0.645; C -0.062; C -0.002; C -0.429; C -0.387; C -0.423; H 0.219; H 0.220; H 0.219; H 0.224; H 0.218; H 0.215; H 0.397; H 0.349; H 0.373; H 0.219; H 0.213; H 0.213; H 0.204; H 0.211; H 0.219